Record 1
# C38H42F5MoN6O5S

A molecular structure, C38H42F5MoN6O5S (ωB97M-V/def2-TZVPD, the OMol25 dataset).

```
98
Properties=species:S:1:pos:R:3:forces:R:3
C -2.113248 -1.274064 1.967043 0.2 -0.2 -0.1
H 3.972762 1.919492 2.579363 0.0 0.1 0.0
H 0.554144 1.994842 -0.364750 0.0 -0.1 0.1
H 1.038250 -2.942858 -2.865669 -0.1 0.0 0.0
F 3.546957 -2.437516 5.905642 0.1 0.0 0.0
H 1.771428 2.319991 3.802571 0.0 0.0 0.0
C 4.336560 -0.892928 0.854009 0.0 0.0 0.1
H 1.009062 -4.233480 -0.906745 0.0 -0.1 0.0
H 2.363442 0.302414 2.753920 0.0 0.0 0.0
C 2.181055 3.962606 -0.278291 0.0 0.0 -0.1
H 4.050284 3.650907 2.232678 0.0 0.0 0.0
C 2.137705 2.990069 3.029100 -0.1 0.0 -0.1
C -1.542083 -4.551739 -1.730170 0.0 0.0 0.0
N 1.443966 2.689692 1.764335 0.2 0.1 0.1
N 3.183041 -0.127482 -1.090144 0.0 0.0 -0.1
C 1.942594 -0.642265 -4.336659 0.0 0.0 0.0
C -2.798367 -4.465099 -2.306039 0.0 -0.1 0.0
F 1.576785 -3.099962 7.685326 0.0 0.0 0.0
H -1.651994 -1.394850 2.945241 0.0 0.0 0.0
C 3.655062 2.905956 2.923647 0.0 0.0 0.0
H 5.745918 1.924497 -0.376122 0.0 0.0 0.0
H 1.132721 4.705414 1.453721 0.0 0.0 0.0
C 1.164473 3.803187 0.847591 0.0 0.0 0.1
C 1.122742 1.442120 1.423996 -0.1 -0.1 -0.1
C 1.704026 0.546230 -4.997758 0.1 0.0 -0.1
H 4.414057 -1.622294 1.650132 0.0 0.0 0.0
C 2.318836 -2.731874 5.467712 -0.1 0.0 0.0
C 2.359961 -2.151094 0.000239 -0.1 0.1 0.0
C 1.577782 -2.137668 -2.365683 0.1 0.0 0.1
C -4.110371 1.924319 -2.718952 0.1 0.0 -0.1
C 1.329372 -0.864497 -3.114005 0.1 0.1 -0.1
N 0.626121 1.175682 0.231878 0.0 -0.3 0.0
C -7.806066 2.683422 -3.113495 0.0 0.0 0.0
C 0.855304 1.482285 -4.425922 -0.1 0.0 0.1
C 5.220691 0.164981 0.764325 0.0 0.0 0.0
H 2.184253 0.747093 -5.947720 0.0 0.0 0.0
H 2.636877 -2.377372 -2.426902 0.1 0.0 0.0
H 0.708249 0.530709 3.313207 0.0 0.0 0.0
H -8.595230 2.674810 -2.362785 0.0 0.0 0.0
C -3.392328 -3.222030 -2.472566 0.0 0.0 0.0
C -5.367209 2.083105 -3.272022 0.0 0.0 0.0
C -2.708599 -2.100136 -2.052367 0.0 -0.1 0.0
O -1.863452 0.674048 -1.201811 0.2 -0.2 0.0
H -3.273816 1.621387 -3.338623 0.0 0.0 0.0
F 3.066288 -2.415098 3.264526 0.0 0.1 -0.1
Mo -0.363281 -0.514751 -0.575324 -0.7 0.0 0.3
H -3.311668 -5.363570 -2.624657 0.0 0.0 0.0
H 1.041014 -0.625281 2.048281 0.0 -0.1 -0.1
C 1.325473 -3.064259 6.370129 0.0 0.0 0.0
H 2.894558 -3.085744 -0.205896 0.0 0.0 0.0
F -0.905461 -3.703442 6.729554 -0.1 0.0 0.1
H 2.171888 3.110348 -0.962233 0.0 0.0 0.0
C -0.915714 -3.386552 -1.322051 0.0 0.0 0.0
H -3.117949 -1.103307 -2.145968 0.0 0.0 0.0
H 3.193457 4.060637 0.112637 0.0 0.0 0.0
S -2.343523 2.031842 -0.626787 0.0 0.0 0.0
H 2.613441 -1.387004 -4.744513 0.0 0.0 0.0
C -6.453956 2.482784 -2.490440 0.0 0.0 0.0
C -6.247893 2.710658 -1.133246 0.0 0.0 0.0
H -4.843543 2.716700 0.498879 0.0 0.0 -0.1
C -4.994201 2.551955 -0.560882 0.0 -0.1 0.0
H 0.648712 2.429436 -4.903673 0.0 0.0 0.0
C 4.044720 0.891068 -1.168682 0.0 0.0 -0.1
O -1.100749 -0.911465 1.046487 0.4 0.3 -0.3
H -0.413989 1.876119 -2.734080 0.0 0.1 0.0
O -2.484197 1.953960 0.797189 0.0 0.0 0.0
H -5.512287 1.898492 -4.330501 0.0 0.0 0.0
H 1.950696 4.856236 -0.860779 0.0 0.0 0.0
H 1.955594 -2.244252 1.017719 0.0 -0.1 -0.1
O -1.476584 3.058359 -1.160116 0.0 0.0 0.0
C 0.259807 1.184886 -3.217999 0.1 0.0 -0.1
N 1.171809 -2.113199 -0.924785 -0.1 0.1 0.0
H 6.017874 0.274950 1.489060 0.0 0.0 0.0
H -8.023133 1.907441 -3.848327 0.0 0.0 0.0
O 0.553564 -2.982026 2.293795 0.0 0.1 -0.2
H 4.106471 3.082322 3.902114 0.0 0.0 0.0
H 3.900226 1.575315 -2.000283 0.0 0.0 0.0
H -1.052432 -5.505638 -1.583713 0.0 0.0 0.0
N 0.491067 0.026812 -2.580754 -0.1 -0.2 0.3
H -2.840826 -0.464939 1.976957 0.0 0.1 0.0
C -3.933393 2.157644 -1.360773 0.0 0.1 0.1
C 2.047948 -2.709156 4.114954 -0.1 -0.1 0.0
C 5.072207 1.084952 -0.268075 0.0 0.0 0.0
H -4.372116 -3.119250 -2.918354 0.0 0.0 0.0
C 0.405701 -3.371454 -0.615949 0.0 0.0 0.0
C 1.323744 0.347188 2.429695 0.0 0.1 0.0
N -1.497100 -2.189737 -1.489019 0.2 0.2 0.1
H -7.848539 3.645089 -3.629864 0.0 0.0 0.0
H -2.577835 -2.214456 1.669916 0.0 0.0 0.0
H 0.261907 -3.408552 0.474660 0.0 0.0 0.0
H -7.081366 3.011574 -0.509464 0.0 0.0 0.0
H 1.832310 3.991030 3.326240 0.0 0.1 0.0
F -1.428780 -3.642361 4.098141 -0.1 -0.1 0.0
C 0.788191 -3.009564 3.557924 0.0 0.0 0.0
C 0.068097 -3.371996 5.878613 0.0 0.0 0.0
C -0.187686 -3.338817 4.522413 0.1 0.0 0.1
C 3.321856 -0.994529 -0.097965 0.0 0.0 0.0
H 0.157868 3.672550 0.444792 0.0 0.1 0.0
```
Positions in Å, forces in eV/Å.

Kohn-Sham gap (alpha / beta), eV: 5.21 / 5.58
E_LUMO (alpha / beta), eV: -3.69 / -3.33
⟨S²⟩: 2.02
HOMO energy (alpha / beta), eV: -8.903 / -8.905
Molar mass, g/mol: 885.79
Net charge: +1
Spin multiplicity: 3


Record 2
# C38H42FN8O7ReS

A molecular structure, C38H42FN8O7ReS in a non-equilibrium geometry (ωB97M-V/def2-TZVPD, the OMol25 dataset).

```
98
Properties=species:S:1:pos:R:3:forces:R:3
C -0.882903 1.334186 -1.678531 -0.1 0.1 -0.3
F -2.026546 3.298209 -2.177796 0.0 0.0 -0.1
C -3.590096 4.495368 -4.450087 0.7 0.3 0.6
H 6.543258 -1.056162 0.704146 0.0 0.0 0.0
H 4.283261 -2.258571 0.175115 0.0 0.0 0.0
H 5.669562 2.754252 2.220769 0.0 0.0 -0.1
C -4.247943 2.562889 -5.823965 0.3 -0.9 -0.3
Re 0.810886 -1.410828 1.877228 1.8 1.3 -0.4
S -1.014500 -0.242062 4.306747 -0.1 -0.3 0.4
C 0.264990 -1.835717 -5.190313 0.1 -0.1 -0.6
N 0.225614 -1.447926 -3.802284 0.1 -0.3 0.3
C -0.879216 0.641012 -4.365387 -0.1 0.1 0.0
C 0.785652 -1.996290 -1.533646 -0.1 0.2 0.8
H 1.529424 -1.835496 4.455050 0.1 -0.1 -0.3
C -1.155461 1.462770 4.782393 0.4 -0.4 -0.7
H -2.502523 -5.744139 5.105682 -0.1 -0.1 0.0
H -4.843971 2.258656 -6.686206 -0.1 0.2 0.1
C -0.765894 -3.426949 3.298857 0.1 -0.7 0.7
H 2.342590 -2.980734 3.557463 -0.2 0.2 -0.1
C -0.463173 2.200304 3.829276 0.0 0.4 0.1
H 4.837896 -1.229544 -1.156403 0.0 0.0 0.0
C -1.799113 2.049964 5.846095 -0.2 0.0 0.2
H -3.994584 -3.259872 1.281293 0.0 0.0 -0.1
O 0.084891 -0.464406 0.174394 0.1 -0.2 1.5
N 0.036534 0.048466 3.019862 -0.2 -2.1 -0.4
N 4.082619 1.385438 2.216991 -0.3 -0.8 -0.3
C -3.096715 -3.343920 1.872340 0.0 -0.2 0.3
H -1.936966 -2.087370 -5.316620 0.0 -0.1 0.1
C -0.062722 -3.247912 -5.566173 0.0 0.0 0.0
H -3.920488 4.005304 -3.532449 -0.1 0.0 -0.2
H -2.659049 1.179251 -6.204938 0.0 0.1 0.0
H -3.874479 -4.812034 3.225865 -0.1 -0.1 0.0
H 2.909375 0.896055 3.865811 0.0 0.1 0.1
H 0.130709 4.167998 3.207123 0.1 0.0 -0.1
H -2.239177 3.932750 6.764710 0.0 0.0 0.1
H 3.173359 -1.083355 -0.559976 0.1 0.0 -0.1
H -1.132432 -1.847612 -6.922156 0.1 0.0 -0.1
C -1.992701 -2.550497 1.558002 -0.2 0.1 -0.4
C -1.738360 3.439116 5.946453 0.0 -0.3 0.0
C -0.333228 -0.244336 -3.427991 -0.2 0.5 0.6
O 1.914971 -4.039436 -1.208121 0.0 0.2 0.3
H -3.705143 5.572975 -4.329045 -0.1 -0.1 -0.2
C -1.025790 -2.149410 -5.892094 0.0 0.0 0.0
H -2.324825 1.459746 6.581005 -0.1 0.0 0.1
H -0.326698 -3.948847 -4.790279 -0.1 0.0 0.1
H 2.781124 2.587455 3.332341 0.0 0.0 0.0
O -0.280429 -1.054214 5.238170 -0.1 0.4 0.4
C 0.773321 -2.250517 -2.887105 0.0 0.1 0.1
H 1.441674 -4.248105 5.744553 0.1 0.0 0.0
N 4.640623 -0.225951 0.641705 -0.6 0.0 0.3
H -0.993275 5.266798 5.124812 0.0 0.1 0.0
C 4.207031 -1.263996 -0.269896 -0.2 -0.2 -0.1
C 0.196423 -0.795178 -1.047371 0.2 -0.8 -1.6
O 1.469159 -2.867756 0.611068 -0.7 0.5 2.0
C -0.403100 3.584415 3.941422 0.0 -0.2 -0.1
H 1.046232 -1.321697 -5.738855 0.0 0.0 0.0
C -2.761155 2.254039 -6.065569 -0.3 -0.1 0.1
H -0.394406 -5.748507 6.379818 0.0 -0.1 0.1
C 0.184679 1.375932 2.777827 0.6 2.1 -1.1
C 3.460717 1.744346 3.468037 -0.2 0.0 0.3
N 1.446269 -2.493064 3.665609 0.3 0.3 -0.1
C -1.042339 4.193979 5.011632 0.0 -0.1 -0.1
H 4.238586 2.043720 4.172053 0.0 -0.1 0.1
H 5.150808 2.223223 0.608507 0.0 0.0 0.0
N -4.436522 4.018433 -5.577737 -0.4 0.3 -0.2
C -0.513355 -5.107494 5.521114 -0.2 -0.1 -0.1
C 1.445448 -3.071180 -0.658794 -0.1 0.2 -2.0
C -1.451192 1.857466 -3.996526 0.4 -0.4 0.4
H -0.831137 0.385681 -5.410278 0.0 0.0 -0.1
H -2.044195 -1.847260 0.738839 0.0 0.0 0.0
C -1.432124 2.166134 -2.612664 0.1 -0.3 0.3
H 0.496107 -3.693004 -6.373100 0.1 0.0 -0.1
H 4.149664 3.342728 1.542667 0.0 -0.1 0.0
C -2.133083 4.135893 -4.752058 -0.1 0.2 0.2
H 1.236713 -3.165327 -3.238975 -0.1 0.1 0.0
N -0.857656 -2.582344 2.230517 0.1 -0.2 -0.3
C 3.781794 0.228944 1.580616 1.3 1.0 -0.2
C 4.811768 2.474300 1.606787 0.3 0.4 -0.2
H -0.870565 1.609457 -0.635420 -0.1 0.1 0.1
H -5.426403 4.214378 -5.382925 0.2 0.0 -0.2
O 2.743608 -0.419660 1.884708 -2.0 -1.4 0.2
C -1.683196 -5.108399 4.812288 0.2 0.1 0.1
C 0.419385 -3.439985 4.055021 -0.5 -0.7 0.2
H -4.176460 4.540733 -6.425812 -0.2 -0.1 0.1
C -0.335276 0.100297 -2.057497 0.1 -0.1 0.0
C -3.031813 -4.200734 2.943539 0.1 0.3 -0.4
C 0.539923 -4.259942 5.150565 0.1 0.3 -0.5
O -2.224915 -0.792216 3.774916 -0.2 0.5 0.3
H -2.418472 2.751853 -6.980232 0.0 -0.1 0.0
H -4.599011 2.020857 -4.942707 0.0 0.2 0.0
H 6.466141 0.509571 -0.106967 0.0 0.0 0.0
C 6.080938 -0.068417 0.734150 0.4 0.1 0.0
N -1.980554 2.711178 -4.941376 0.0 0.2 -0.2
O 0.808539 1.802422 1.820492 -0.4 -0.1 0.5
H 6.366082 0.407197 1.667005 0.0 0.0 0.0
C -1.843544 -4.266995 3.691604 0.5 0.3 -0.1
H -1.492554 4.501817 -3.953181 -0.1 0.0 -0.1
H -1.816921 4.637407 -5.675549 0.0 0.0 0.0
```
Positions in Å, forces in eV/Å.

Kohn-Sham gap (alpha / beta), eV: 6.34 / 6.65
E_LUMO (alpha / beta), eV: -8.87 / -8.38
⟨S²⟩: 0.76
HOMO energy (alpha / beta), eV: -15.211 / -15.032
Molar mass, g/mol: 960.07
Net charge: +3
Spin multiplicity: 2


Record 3
# C38H42MoN3O4P2Si2

A molecular structure, C38H42MoN3O4P2Si2 in a non-equilibrium geometry (ωB97M-V/def2-TZVPD, the OMol25 dataset).

```
92
Properties=species:S:1:pos:R:3:forces:R:3
C -2.895533 2.390814 -0.047081 0.0 -0.1 -0.1
C 5.156502 2.136552 0.787090 -0.1 0.0 -0.1
H 2.547782 2.644039 5.593600 0.0 0.0 0.1
C 1.816576 2.508195 -4.779582 0.0 0.0 0.1
H 1.932189 4.358813 3.930275 0.0 0.1 0.0
C -1.843681 -4.634999 -0.434963 -0.2 0.1 -0.2
C 4.064327 2.142755 -0.067392 0.0 0.0 0.0
Si 2.674335 -1.712494 -2.177181 -0.1 0.0 0.0
H -1.175712 -5.008547 0.327182 0.0 0.0 0.0
H -0.930644 -2.566638 3.818232 0.1 0.0 0.1
H 1.719528 0.333468 5.370918 0.0 0.0 0.0
H 4.753467 -0.641701 -1.386520 0.0 0.0 0.0
C -4.005992 3.204232 -0.162259 0.0 0.0 0.0
O -5.502087 -5.343279 -3.294815 -0.5 0.2 -0.1
C -2.186493 2.355010 1.159137 0.0 0.0 0.0
C 1.938193 3.876204 -4.585881 0.0 0.0 0.0
H 0.279943 -0.285593 3.468186 0.0 0.1 0.0
H 1.642470 0.593981 -3.843173 0.0 -0.1 0.0
H -2.573660 1.795164 -0.897456 0.0 0.0 0.0
C -4.408837 3.983098 0.917987 0.0 0.0 0.0
C -2.815357 -5.452303 -1.001310 0.1 0.1 0.0
H 1.917150 3.998710 -1.207776 0.0 0.0 0.1
N -1.102998 -0.336332 1.183847 0.1 -0.1 0.0
C -1.429380 -2.765452 2.870637 0.0 0.1 -0.1
Si -2.311568 -1.246269 2.256357 0.0 -0.1 0.0
C 1.744173 1.658745 -3.687205 0.1 0.0 0.0
C 0.262948 1.710989 2.647089 0.0 0.0 0.0
C 1.449766 1.077306 4.635591 0.0 0.0 0.0
H -2.151112 -3.558931 3.057603 -0.1 -0.1 0.0
H 4.050334 2.823678 -0.904192 0.0 0.1 -0.1
C -2.617854 -2.815887 -1.876821 0.0 -0.2 -0.1
C -1.749117 -3.321713 -0.867732 -0.1 0.0 0.0
O -4.624779 -7.014248 -2.251693 -0.2 -0.4 0.3
H 1.860052 -3.154173 -0.296699 0.1 0.0 -0.1
C 1.905374 3.574562 -2.203727 0.0 0.0 0.0
C -3.685170 -4.953130 -1.969858 0.0 0.4 0.1
C 3.017055 1.241137 0.145520 0.1 0.2 -0.1
C 1.568025 3.348308 3.823954 0.0 0.0 0.0
H 0.799422 -1.958940 -3.807800 0.1 -0.1 0.0
H -4.306509 -3.313118 -3.180830 0.0 0.0 0.0
H 3.615849 -2.964499 -0.263574 0.0 0.0 0.0
Mo -0.246023 -0.705925 -0.584080 -0.6 1.6 -0.2
C 5.208805 1.235103 1.839017 0.0 0.0 0.0
C -2.495541 -1.509416 -2.376082 -0.3 -0.3 -0.2
H -2.058504 3.102576 3.181931 0.0 0.0 0.0
H 5.970591 2.825660 0.620687 0.0 0.0 0.0
P -0.775234 1.299667 1.277570 -0.1 0.1 0.1
H -4.027512 4.559072 2.947975 0.0 0.0 0.0
H -4.556522 3.243229 -1.090311 0.0 0.0 -0.1
H -1.928064 0.170745 4.288452 -0.1 0.0 0.0
H -4.696765 -1.606987 1.817957 -0.1 0.0 0.1
H 1.997979 4.534098 -5.440724 0.0 0.0 0.0
H 4.918588 -1.325239 -3.001553 0.1 -0.1 0.0
H 2.056636 5.477626 -3.163648 0.0 0.1 0.0
H -0.684791 -3.146903 2.172274 0.0 0.0 0.0
H -3.472066 -0.661752 4.270682 -0.1 -0.1 0.1
C 0.071157 1.209307 -0.250268 0.1 -0.7 0.1
C -2.592979 3.137810 2.242198 0.0 0.0 0.0
H -3.282099 0.792164 3.321906 -0.1 0.0 0.0
P 1.655467 1.149946 -0.981491 0.2 -0.1 -0.1
H 4.226903 -0.377371 2.859069 0.0 -0.1 0.1
O -1.644759 -0.633988 -2.024423 0.3 0.2 0.2
H 1.778061 2.105068 -5.779892 0.0 0.0 -0.1
H 4.124876 0.223568 -2.803700 0.0 0.0 0.0
H 0.448920 3.782815 2.054397 0.0 0.0 0.0
C 0.734875 3.021812 2.769610 0.0 0.0 0.0
C 4.251771 -0.759512 -2.347716 -0.1 0.0 0.0
C 3.079023 0.329636 1.201990 -0.3 -0.3 0.2
H 1.958009 -3.282206 -3.929223 0.0 -0.1 0.0
C 2.758289 -3.086257 -0.924375 -0.2 0.1 0.1
O -0.827025 -2.505693 -0.350779 0.1 -0.7 0.2
C 1.915445 2.378719 4.759210 0.0 0.0 0.0
C -3.706762 3.951353 2.114481 0.0 0.0 0.0
C 1.974908 4.410547 -3.303753 0.0 0.0 0.0
H -3.181724 -1.178504 -3.163214 0.1 -0.1 0.1
H -2.918604 -6.487560 -0.698642 0.0 0.0 0.0
H -3.756092 -2.570063 0.705383 0.0 0.0 -0.1
H 6.066850 1.225817 2.494481 0.1 0.0 0.1
C -3.804973 -1.597294 1.191982 0.2 0.0 0.0
C 1.866157 -2.207426 -3.780919 -0.1 0.1 0.1
H 2.332905 -1.724930 -4.638221 0.0 0.1 0.0
C 1.810997 2.191727 -2.399457 -0.2 0.0 0.0
C 0.633653 0.735073 3.570692 0.0 -0.1 0.0
C 4.172373 0.330088 2.045858 0.0 0.0 0.0
N 1.436076 -0.492390 -1.403321 0.2 0.0 0.2
H -5.274438 4.621685 0.822637 -0.1 0.0 0.0
C -3.612273 -3.660379 -2.425478 0.1 -0.2 0.2
N -4.722568 -5.850536 -2.531474 0.6 0.1 -0.5
H 2.278670 -0.402712 1.369785 0.3 0.3 -0.1
H -3.961787 -0.824865 0.434893 0.0 0.0 0.0
H 2.866846 -4.045960 -1.428191 0.0 -0.1 0.0
C -2.766729 -0.108579 3.648140 0.1 0.0 0.0
```
Positions in Å, forces in eV/Å.

Kohn-Sham gap (alpha / beta), eV: 6.51 / 6.51
E_LUMO (alpha / beta), eV: -10.53 / -10.53
HOMO energy (alpha / beta), eV: -17.037 / -17.037
Molar mass, g/mol: 818.83
Net charge: +3